48
Properties=species:S:1:pos:R:3:forces:R:3 method="wB97M-V/def2-TZVPD" lumo_ev="-0.7 / -0.7" total_charge=0 de_lowest_kj_mol=107.2 homo_lumo_gap_ev="3.9 / 6.1" max_force_ev_per_a=1.3 spin_multiplicity=2
C -2.823739 5.733796 -0.559368 -0.08 0.13 0.00
C 1.358456 -3.678407 -1.728667 -0.11 0.05 0.02
H 5.819301 -0.958463 1.697869 0.00 0.03 -0.05
H -1.331456 -4.240006 -1.817286 -0.01 -0.02 0.01
C -4.159576 1.064664 -0.663735 0.52 -0.08 -0.04
H 1.631862 -4.733264 -1.728726 0.03 0.00 0.01
C 2.833591 -0.167721 3.061346 0.24 -0.10 0.05
H -2.510182 -0.293331 -0.824907 0.03 0.06 -0.03
H 0.967411 -3.423676 -2.715218 0.02 -0.02 0.00
C 0.294446 -3.416775 -0.661954 0.05 -0.14 0.07
Y 0.375683 1.539310 -0.467946 -0.68 0.21 -1.11
C -3.556047 3.420067 -0.630628 0.15 -0.07 -0.01
N 0.642650 -1.001994 -0.720139 -0.02 -0.19 -0.15
H 1.222697 -4.611260 0.886573 0.03 0.01 0.03
H 2.240797 -0.242229 3.960913 0.00 0.00 0.00
C -1.137215 3.976862 -0.723921 -1.25 0.45 0.02
H -4.894803 0.271372 -0.640105 0.01 -0.01 -0.02
N -1.830445 1.682914 -0.770617 0.28 -0.05 0.04
C 4.232011 0.071931 0.743051 0.17 0.06 -0.11
C -2.198990 3.024202 -0.718222 -0.02 0.68 0.05
Cl -5.479415 5.338786 -0.467310 -0.14 0.08 0.02
S 0.623425 1.076412 2.050617 0.25 -0.18 0.98
H 4.538762 -1.178395 3.850734 0.01 -0.01 -0.01
O 2.492853 1.161030 -0.272706 0.93 -0.30 0.42
H 2.272000 -3.106968 -1.548482 0.00 0.01 -0.01
O 0.126995 3.577949 -0.784502 0.15 -0.01 -0.15
H 1.762008 -2.938677 0.902574 0.02 -0.03 0.01
N -0.284738 -2.075197 -0.877753 -0.04 0.03 -0.03
H -1.022726 -1.924311 -0.198729 -0.07 0.08 -0.04
C -3.832211 4.797435 -0.562460 0.28 -0.21 -0.02
H -0.509721 -5.419362 -0.778125 -0.02 -0.01 0.03
Cl -0.239316 6.508812 -0.617486 0.09 0.15 0.00
C 4.104352 -0.685530 2.992077 -0.21 0.10 -0.02
H -1.623056 -4.241999 -0.070440 -0.01 -0.01 -0.01
H -5.591732 2.668034 -0.520078 0.02 0.00 -0.01
H 1.197034 -1.142324 0.124814 0.11 0.01 0.02
C 2.237669 0.474071 1.965156 -0.19 0.16 -0.22
C 0.892207 -3.582299 0.742018 -0.05 0.04 -0.09
H 4.712687 0.221194 -0.211590 -0.05 0.03 -0.02
C 4.818992 -0.565059 1.798831 0.04 -0.02 0.06
C -2.821407 0.744543 -0.755496 -0.83 -0.40 0.00
C -0.865889 -4.391629 -0.843411 0.02 0.10 -0.02
C -1.501810 5.323417 -0.636415 0.23 -0.34 -0.05
N 2.981769 0.581146 0.821667 0.36 -0.39 0.42
H 1.292195 -1.071461 -1.497192 0.08 -0.01 -0.05
H -3.053612 6.787798 -0.491620 0.00 -0.01 -0.01
H 0.146399 -3.351611 1.506098 0.01 -0.02 0.01
C -4.550163 2.396207 -0.599117 -0.32 0.15 0.03

46
Properties=species:S:1:pos:R:3:forces:R:3 method="wB97M-V/def2-TZVPD" lumo_ev=-0.2 total_charge=0 de_lowest_kj_mol=32.7 homo_lumo_gap_ev=8.4 max_force_ev_per_a=0.2 spin_multiplicity=1
H 7.230678 -2.510096 -5.157078 0.00 0.00 0.00
H 0.504503 1.831039 3.022867 0.00 0.00 0.00
C 0.183577 -1.006201 0.518435 -0.07 0.15 -0.13
H 6.629402 -2.639185 -6.800382 0.00 0.00 0.00
C 5.668844 -5.335233 -5.285128 0.00 0.00 0.00
N 1.816762 1.237337 4.407295 0.00 0.00 0.00
C 4.485023 -3.311869 -5.039492 0.00 -0.01 0.00
F 6.786082 -6.015095 -5.626414 0.00 0.00 0.00
H -0.194336 -3.416054 -2.000436 0.00 0.00 0.00
H 1.614333 -0.440182 -0.919962 0.00 0.00 0.00
H 3.190181 -1.929508 -2.214774 0.00 0.00 0.00
H 3.188544 -1.807743 4.506299 0.00 0.00 0.00
N 1.857618 -3.534232 -2.733409 0.00 0.00 0.00
H 2.362603 -1.111259 0.505492 0.00 0.00 0.00
C 3.269418 1.584419 6.580738 0.00 0.00 0.00
C 2.081127 -3.313987 -4.147793 0.00 0.00 0.00
N 0.152404 -0.083778 1.547855 0.16 0.10 -0.08
H 1.771862 -2.120318 2.484306 0.00 0.00 0.00
C 2.783098 -2.864667 -1.800585 0.00 0.00 0.00
H 2.579797 -5.909569 -4.098749 0.00 0.00 0.00
C 2.573388 -1.015433 4.102433 0.00 0.00 0.00
C 3.441009 -5.373675 -4.476694 0.00 0.00 0.00
N 1.083610 1.049728 3.287193 0.00 0.00 0.00
C 5.669463 -3.957553 -5.409494 0.00 0.00 0.00
H 3.604619 -3.482950 -1.435395 0.00 0.00 0.00
H 2.257621 1.794670 6.926623 0.00 0.00 0.00
C 0.716618 -2.832118 -2.112184 0.00 0.00 0.00
O -0.827819 -1.487421 0.056262 0.01 -0.14 0.12
C 1.818372 -1.176002 3.007551 0.00 0.00 0.00
H 3.597941 2.397589 5.933876 0.00 0.00 0.00
Cl 4.467705 -1.570635 -5.172210 0.00 0.01 0.00
C 6.874838 -3.216196 -5.908200 0.00 0.00 0.00
C 1.521374 -1.242152 -0.179091 0.00 0.00 0.00
O 3.312604 0.339427 5.883285 0.00 0.00 0.00
H 2.104001 -2.243922 -4.390838 0.00 0.00 0.00
H 1.457806 -3.397381 -0.151390 0.00 0.00 0.00
H 7.678804 -3.906029 -6.147859 0.00 0.00 0.00
C 2.541686 0.248838 4.788106 0.00 0.00 0.00
C 4.586360 -6.059477 -4.826635 0.00 0.00 0.00
C 1.587828 -2.585478 -0.869452 0.00 -0.01 0.00
H 4.657034 -7.135652 -4.752493 0.00 0.00 0.00
C 3.360405 -3.986599 -4.579687 0.00 0.00 0.00
H 0.478914 -1.885538 -2.618754 0.00 0.00 0.00
H 1.242867 -3.753533 -4.695686 0.00 0.00 0.00
H 3.944409 1.470419 7.422769 0.00 0.00 0.00
C 0.990329 -0.078937 2.525433 -0.11 -0.10 0.09

46
Properties=species:S:1:pos:R:3:forces:R:3 method="wB97M-V/def2-TZVPD" lumo_ev=-0.1 total_charge=0 de_lowest_kj_mol=4.9 homo_lumo_gap_ev=8.5 max_force_ev_per_a=0.1 spin_multiplicity=1
H -2.274915 -1.981190 -1.714072 0.00 0.00 0.01
H 8.151723 0.800111 4.811119 0.00 0.01 0.00
C 3.162573 -1.129283 3.242763 -0.04 0.00 -0.01
C -3.763177 0.995617 -5.174707 -0.01 0.01 -0.01
C -1.727754 0.150426 -4.304188 0.01 0.00 -0.01
H -0.572080 -1.947759 0.044006 -0.01 0.00 -0.01
H -6.342786 0.892914 -3.225413 0.00 0.00 0.00
C -2.416962 -0.536626 -3.307919 -0.02 0.01 0.00
H 0.945208 -1.203411 -0.535801 0.00 0.00 0.00
H 2.594003 -1.999141 2.958867 0.01 0.00 0.00
H -1.834110 1.426421 -0.824606 -0.01 0.00 0.00
H -6.366105 1.112537 -4.981447 0.00 0.00 0.00
C -2.386620 0.916847 -5.244440 -0.01 -0.01 0.02
C -4.519383 0.349865 -4.212662 0.02 -0.01 -0.01
H 7.087386 1.835910 3.814775 0.01 0.00 0.00
C -3.801639 -0.413628 -3.286745 -0.01 0.00 0.04
H 2.812123 2.086640 3.737840 -0.01 0.01 0.00
C -1.626725 0.409066 -0.490095 -0.01 0.04 0.00
H 5.036041 -2.098425 3.501398 0.00 0.00 0.00
N 4.564004 1.169047 4.001302 0.07 -0.02 0.01
F -4.400405 1.748889 -6.098608 0.00 -0.01 0.00
C -0.889627 -0.074847 1.988049 0.03 0.00 -0.01
H -1.662299 -0.841698 2.043232 0.00 0.00 0.01
C 2.468447 0.143324 3.308267 -0.01 0.03 0.05
O 6.450248 -0.099305 4.225796 0.01 0.01 0.00
C -6.014041 0.473555 -4.176825 0.00 0.00 0.00
C -0.111914 -1.022514 -0.332804 0.04 0.00 0.01
C 0.316102 -0.559991 2.763738 -0.06 0.01 0.01
C -0.505464 0.184651 0.541106 -0.02 -0.02 0.03
C 7.126728 1.097050 4.614681 -0.03 -0.02 -0.01
H -2.563629 -0.068063 -0.169248 0.00 -0.01 -0.01
N -0.867587 -0.421080 -1.445446 0.02 -0.01 -0.01
C 5.147385 0.023945 3.932141 0.02 0.01 0.01
H 6.671064 1.520157 5.509465 0.00 0.00 0.01
H -6.483308 -0.505968 -4.274929 0.00 0.00 0.00
H 0.246833 0.970846 0.484554 0.00 0.00 -0.01
H -0.647397 0.082283 -4.322238 0.00 0.00 0.01
N 1.231823 0.441665 3.014156 0.00 -0.01 -0.07
H -0.903151 -1.956213 -2.825138 -0.01 -0.01 0.00
N 3.253210 1.180787 3.691902 -0.06 0.01 -0.01
O 0.416757 -1.728944 3.104907 0.02 -0.01 -0.01
C -1.619417 -1.321258 -2.296682 -0.01 0.01 -0.01
C 4.469972 -1.177869 3.542666 0.04 -0.02 0.00
Cl -4.732493 -1.224248 -2.050358 0.01 0.00 -0.02
H -1.259237 0.847752 2.439859 -0.01 0.00 0.01
H -1.859407 1.451155 -6.022217 0.00 0.00 0.00

Repeat the second record exactly.
46
Properties=species:S:1:pos:R:3:forces:R:3 method="wB97M-V/def2-TZVPD" lumo_ev=-0.2 total_charge=0 de_lowest_kj_mol=32.7 homo_lumo_gap_ev=8.4 max_force_ev_per_a=0.2 spin_multiplicity=1
H 7.230678 -2.510096 -5.157078 0.00 0.00 0.00
H 0.504503 1.831039 3.022867 0.00 0.00 0.00
C 0.183577 -1.006201 0.518435 -0.07 0.15 -0.13
H 6.629402 -2.639185 -6.800382 0.00 0.00 0.00
C 5.668844 -5.335233 -5.285128 0.00 0.00 0.00
N 1.816762 1.237337 4.407295 0.00 0.00 0.00
C 4.485023 -3.311869 -5.039492 0.00 -0.01 0.00
F 6.786082 -6.015095 -5.626414 0.00 0.00 0.00
H -0.194336 -3.416054 -2.000436 0.00 0.00 0.00
H 1.614333 -0.440182 -0.919962 0.00 0.00 0.00
H 3.190181 -1.929508 -2.214774 0.00 0.00 0.00
H 3.188544 -1.807743 4.506299 0.00 0.00 0.00
N 1.857618 -3.534232 -2.733409 0.00 0.00 0.00
H 2.362603 -1.111259 0.505492 0.00 0.00 0.00
C 3.269418 1.584419 6.580738 0.00 0.00 0.00
C 2.081127 -3.313987 -4.147793 0.00 0.00 0.00
N 0.152404 -0.083778 1.547855 0.16 0.10 -0.08
H 1.771862 -2.120318 2.484306 0.00 0.00 0.00
C 2.783098 -2.864667 -1.800585 0.00 0.00 0.00
H 2.579797 -5.909569 -4.098749 0.00 0.00 0.00
C 2.573388 -1.015433 4.102433 0.00 0.00 0.00
C 3.441009 -5.373675 -4.476694 0.00 0.00 0.00
N 1.083610 1.049728 3.287193 0.00 0.00 0.00
C 5.669463 -3.957553 -5.409494 0.00 0.00 0.00
H 3.604619 -3.482950 -1.435395 0.00 0.00 0.00
H 2.257621 1.794670 6.926623 0.00 0.00 0.00
C 0.716618 -2.832118 -2.112184 0.00 0.00 0.00
O -0.827819 -1.487421 0.056262 0.01 -0.14 0.12
C 1.818372 -1.176002 3.007551 0.00 0.00 0.00
H 3.597941 2.397589 5.933876 0.00 0.00 0.00
Cl 4.467705 -1.570635 -5.172210 0.00 0.01 0.00
C 6.874838 -3.216196 -5.908200 0.00 0.00 0.00
C 1.521374 -1.242152 -0.179091 0.00 0.00 0.00
O 3.312604 0.339427 5.883285 0.00 0.00 0.00
H 2.104001 -2.243922 -4.390838 0.00 0.00 0.00
H 1.457806 -3.397381 -0.151390 0.00 0.00 0.00
H 7.678804 -3.906029 -6.147859 0.00 0.00 0.00
C 2.541686 0.248838 4.788106 0.00 0.00 0.00
C 4.586360 -6.059477 -4.826635 0.00 0.00 0.00
C 1.587828 -2.585478 -0.869452 0.00 -0.01 0.00
H 4.657034 -7.135652 -4.752493 0.00 0.00 0.00
C 3.360405 -3.986599 -4.579687 0.00 0.00 0.00
H 0.478914 -1.885538 -2.618754 0.00 0.00 0.00
H 1.242867 -3.753533 -4.695686 0.00 0.00 0.00
H 3.944409 1.470419 7.422769 0.00 0.00 0.00
C 0.990329 -0.078937 2.525433 -0.11 -0.10 0.09